# C33H61ClFI2N6O8P2S2

A cluster of 4 separate species, C33H61ClFI2N6O8P2S2 in total (ωB97M-V with the def2-TZVPD basis set, OMol25).

Structure (XYZ):
```
116
Properties=species:S:1:pos:R:3:mulliken_charge:R:1
C 4.539 2.785 -1.459 -0.803
C 4.186 1.588 -2.346 -0.550
S 2.827 0.565 -1.757 0.018
C 1.460 1.704 -2.169 -2.240
C 0.114 1.565 -1.448 -0.933
C -0.835 0.353 -1.778 2.108
C -0.077 -0.921 -2.214 -1.153
C 0.536 -1.038 -3.621 -0.936
C 0.196 -2.362 -4.305 -1.740
S 0.822 -3.747 -3.357 1.173
O 1.954 -3.346 -2.589 -0.611
O -0.301 -4.378 -2.717 -0.440
O 1.378 -4.735 -4.472 -0.518
C -1.968 0.794 -2.795 -1.046
I -1.392 2.309 -4.220 0.281
C -2.796 -0.334 -3.496 -0.152
C -4.305 -0.103 -3.246 -1.051
I -2.608 -0.430 -5.635 0.111
C -1.486 0.088 -0.346 -0.435
N -2.896 -0.227 -0.412 0.091
C -0.736 -1.055 0.393 0.098
C -1.130 -2.466 0.039 -1.292
N -0.213 -3.298 -0.191 0.069
C -1.379 1.505 0.413 1.089
Cl -1.581 1.188 2.170 -0.132
C -2.474 2.580 0.196 -3.048
C -2.651 3.522 -0.992 0.433
C -3.796 4.485 -0.642 -1.016
C -4.120 5.486 -1.763 -0.712
O -3.089 5.463 -2.752 -0.497
N 0.066 1.970 0.089 0.587
C 1.208 1.405 0.916 2.037
C 1.492 1.958 2.308 -0.635
O 2.194 2.889 2.513 -0.413
F 1.027 1.195 3.313 -0.280
P 0.356 3.844 -0.042 0.110
P -0.264 4.898 1.794 1.060
O -1.407 5.734 1.441 -0.634
O 1.064 5.699 2.131 -0.499
O -0.471 3.871 2.987 -0.463
H 3.694 3.091 -0.841 0.051
H 4.834 3.645 -2.059 0.310
H 5.357 2.542 -0.785 0.342
H 3.990 1.894 -3.374 0.320
H 5.023 0.891 -2.393 0.520
H 1.207 1.557 -3.218 0.714
H 1.821 2.734 -2.108 0.939
H -0.445 2.411 -1.851 0.782
H -0.735 -1.779 -2.079 0.443
H 0.734 -1.109 -1.516 0.299
H 1.623 -1.016 -3.534 0.486
H 0.252 -0.243 -4.309 0.475
H 0.660 -2.382 -5.290 0.867
H -0.871 -2.552 -4.370 0.323
H 0.889 -4.632 -5.299 0.386
H -2.703 1.332 -2.217 0.644
H -2.529 -1.318 -3.121 0.038
H -4.903 -0.504 -4.060 0.547
H -4.644 -0.615 -2.347 0.399
H -4.531 0.960 -3.174 0.247
H -3.152 -0.810 -1.189 0.185
H -3.242 -0.602 0.461 0.432
H 0.332 -1.047 0.248 -1.025
H -0.880 -0.985 1.468 0.964
H -2.178 -2.767 0.061 0.463
H -0.601 -4.223 -0.370 0.163
H -3.408 2.038 0.342 0.659
H -2.404 3.230 1.071 0.914
H -1.785 4.140 -1.208 0.129
H -2.929 3.047 -1.922 0.231
H -3.573 4.999 0.293 0.335
H -4.688 3.876 -0.470 0.411
H -4.210 6.492 -1.350 0.347
H -5.081 5.236 -2.219 0.327
H -3.465 5.750 -3.589 0.319
H 2.096 1.664 0.355 0.303
H 1.205 0.335 0.984 -0.945
H 1.727 3.813 0.245 -0.044
H 1.579 5.314 2.853 0.346
H -0.745 4.318 3.803 0.360
C 4.931 3.157 7.104 -1.197
C 4.452 4.010 5.937 -0.501
C 4.775 3.388 4.573 0.184
C 6.213 3.216 4.375 0.140
N 7.337 3.091 4.222 -0.428
H 6.016 3.046 7.090 0.348
H 4.657 3.613 8.054 0.352
H 4.489 2.159 7.070 0.308
H 4.904 5.002 5.994 0.342
H 3.370 4.147 6.000 0.280
H 4.399 4.014 3.763 0.034
H 4.299 2.410 4.480 0.151
C 2.233 -3.767 4.858 -1.098
C 1.548 -4.450 3.681 -0.416
C 2.215 -4.134 2.336 -0.491
C 2.184 -2.711 2.030 0.188
N 2.162 -1.600 1.769 -0.392
H 2.185 -2.680 4.769 0.264
H 1.752 -4.043 5.795 0.359
H 3.284 -4.054 4.924 0.297
H 0.498 -4.154 3.636 0.286
H 1.566 -5.531 3.817 0.354
H 1.708 -4.645 1.515 0.134
H 3.259 -4.454 2.336 0.384
C -3.791 -8.361 -0.579 -1.178
C -3.909 -7.264 -1.628 -0.530
C -2.835 -6.178 -1.477 -0.260
C -2.919 -5.505 -0.182 0.368
N -2.983 -4.992 0.839 -0.525
H -3.931 -7.965 0.427 0.359
H -4.546 -9.129 -0.740 0.355
H -2.811 -8.842 -0.621 0.294
H -4.896 -6.801 -1.573 0.306
H -3.813 -7.691 -2.627 0.341
H -2.929 -5.419 -2.256 0.245
H -1.836 -6.609 -1.569 0.303
```

Calculated values
Net charge = +1
HOMO energy = -11.08 eV
HOMO-LUMO gap = 8.10 eV
Maximum force = 0.96 eV Å⁻¹
LUMO level = -2.98 eV
Energy relative to the best compared isomer or geometry (same formula, charge and spin) = 0.0 kJ/mol
DFT total energy = -132213.4149 eV



# C33H61F9N2O5PS2

A cluster of 3 separate species, C33H61F9N2O5PS2 in total at a distorted geometry (ωB97M-V with the def2-TZVPD basis set, OMol25).

Structure (XYZ):
```
113
Properties=species:S:1:pos:R:3:mulliken_charge:R:1
C -6.586 4.307 -2.385 -0.782
C -7.316 4.304 -1.117 -0.588
C -6.875 3.304 0.037 0.837
O -6.575 3.755 1.156 -0.538
O -6.824 1.936 -0.313 -0.282
C -7.154 1.088 0.811 0.016
C -8.748 1.180 1.108 -0.674
C -8.977 1.490 2.691 -0.655
C -9.554 0.185 3.466 -0.760
C -8.609 -0.236 4.721 -0.620
C -7.768 -1.564 4.413 -0.662
S -5.999 -1.437 5.041 0.099
C -5.189 -0.269 3.847 0.248
C -3.653 -0.586 3.538 -0.631
C -3.285 0.124 2.148 -0.538
C -2.555 -0.833 1.109 -0.816
C -3.427 -2.146 0.752 0.862
F -4.796 -2.006 1.094 -0.201
F -2.929 -3.146 1.664 -0.324
C -3.154 -2.730 -0.702 0.450
F -3.220 -4.140 -0.663 -0.256
F -1.794 -2.445 -0.985 -0.135
S -4.175 -2.027 -2.098 1.192
F -5.580 -2.710 -1.557 -0.306
F -3.817 -3.386 -3.008 -0.315
F -2.791 -1.335 -2.769 -0.304
F -4.442 -0.576 -1.346 -0.282
F -5.031 -1.455 -3.400 -0.284
P -5.248 -3.450 4.854 0.438
O -6.001 -4.276 5.923 -0.583
H -5.877 5.174 -2.607 0.304
H -6.693 3.486 -3.177 0.296
H -8.201 5.014 -1.031 0.398
H -6.529 1.275 1.740 0.063
H -6.974 0.001 0.483 0.122
H -9.217 0.180 0.828 0.386
H -9.240 1.999 0.497 0.326
H -8.021 1.876 3.174 0.424
H -9.732 2.353 2.712 0.394
H -10.611 0.375 3.862 0.360
H -9.650 -0.685 2.736 0.464
H -7.955 0.660 4.969 0.364
H -9.323 -0.365 5.603 0.365
H -7.746 -1.694 3.281 0.371
H -8.290 -2.442 4.905 0.478
H -5.352 0.804 4.191 0.416
H -5.752 -0.378 2.852 -0.339
H -3.382 -1.685 3.591 0.259
H -3.044 -0.055 4.355 0.363
H -2.553 0.977 2.386 0.522
H -4.199 0.642 1.691 0.007
H -1.550 -1.200 1.484 0.323
H -2.397 -0.225 0.147 0.437
H -3.852 -3.486 5.195 0.173
H -5.494 -3.982 3.539 0.147
C 5.080 -3.174 -0.958 -1.895
C 4.109 -2.182 -0.264 2.087
C 3.539 -2.824 1.019 -1.302
C 2.494 -3.901 0.746 -0.822
C 1.398 -3.378 -0.175 -0.560
C 1.944 -2.751 -1.474 1.582
N 3.041 -1.769 -1.226 0.523
O 2.475 -0.636 -0.749 -0.570
C 2.442 -3.870 -2.418 -1.795
C 0.760 -2.124 -2.249 -1.966
C 5.016 -1.000 0.151 -2.144
H 6.096 -3.083 -0.567 0.471
H 4.801 -4.217 -0.808 0.351
H 5.146 -2.982 -2.032 0.333
H 3.079 -2.050 1.647 0.394
H 4.350 -3.254 1.614 0.367
H 2.961 -4.792 0.315 0.352
H 2.049 -4.223 1.693 0.404
H 0.709 -4.195 -0.414 0.430
H 0.807 -2.636 0.376 -0.088
H 2.925 -3.449 -3.305 0.372
H 1.607 -4.485 -2.766 0.438
H 3.137 -4.564 -1.949 0.334
H 0.215 -1.385 -1.657 0.324
H 0.031 -2.888 -2.531 0.425
H 1.102 -1.641 -3.169 0.520
H 5.451 -0.511 -0.726 0.500
H 5.844 -1.345 0.779 0.483
H 4.491 -0.243 0.740 0.386
C 6.161 3.475 -2.901 -1.902
C 7.132 2.328 -2.513 1.920
C 7.227 2.224 -0.975 -1.038
C 8.044 3.344 -0.339 -0.696
C 9.415 3.460 -0.996 -1.242
C 9.343 3.587 -2.531 1.603
N 8.462 2.557 -3.158 0.357
O 9.130 1.381 -3.144 -0.541
C 8.851 5.003 -2.911 -1.692
C 10.787 3.542 -3.091 -1.753
C 6.431 1.052 -3.043 -1.918
H 5.125 3.127 -2.950 0.499
H 6.160 4.293 -2.181 0.314
H 6.396 3.880 -3.888 0.351
H 7.682 1.265 -0.695 0.388
H 6.223 2.221 -0.537 0.316
H 7.508 4.296 -0.402 0.331
H 8.170 3.141 0.729 0.384
H 9.943 4.320 -0.573 0.393
H 10.005 2.577 -0.723 0.373
H 8.698 5.088 -3.991 0.365
H 9.589 5.759 -2.629 0.442
H 7.930 5.297 -2.412 0.303
H 11.323 2.637 -2.797 0.356
H 11.374 4.384 -2.715 0.415
H 10.787 3.602 -4.184 0.439
H 6.334 1.080 -4.133 0.462
H 5.422 0.961 -2.627 0.460
H 6.952 0.131 -2.769 0.350
```

Calculated values
2S+1 = 3
Net charge = +1
HOMO energy (spin up / spin down) = -9.81 / -10.45 eV
HOMO-LUMO gap (spin up / spin down) = 6.00 / 6.63 eV
Maximum force = 5.47 eV Å⁻¹
LUMO level (spin up / spin down) = -3.81 / -3.81 eV
Energy relative to the best compared isomer or geometry (same formula, charge and spin) = 324.9 kJ/mol
DFT total energy = -103824.6568 eV



Among the records above, which one has the lowest maximum force? C33H61ClFI2N6O8P2S2



Look up the maximum force of the first one. 0.96 eV Å⁻¹



What is the formula in the first record? C33H61ClFI2N6O8P2S2



The lowest DFT total energy belongs to which entry? C33H61ClFI2N6O8P2S2